Entry 1:
# C3H2N2

C3H2N2 as an isolated structure (wB97M-V/def2-TZVPD, the Open Molecules 2025 dataset).

ORCA input file:
```
! wB97M-V def2-TZVPD RIJCOSX def2/J DEFGRID3
* xyz 0 1
C 1.35 -0.29 -0.10
C -1.22 0.31 0.68
C 0.11 -0.09 -0.65
N 2.45 -0.34 0.31
N -0.70 1.07 -0.13
H -1.82 0.02 1.54
H -0.16 -0.68 -1.65
*
```

E_HOMO (alpha / beta) in eV: -8.73 / -8.73
ΔE to the lowest compared entry with this formula, charge and spin in kcal per mole: 87.7
Gap between HOMO and LUMO (alpha / beta) in eV: 8.3 / 8.3
LUMO energy (alpha / beta) in eV: -0.43 / -0.43

Entry 2:
# C3H2N2O

C3H2N2O as an isolated structure (wB97M-V/def2-TZVPD, the Open Molecules 2025 dataset).

ORCA input file:
```
! wB97M-V def2-TZVPD RIJCOSX def2/J DEFGRID3
* xyz 0 1
C -0.57 1.83 -0.06
C -1.58 1.07 0.09
C -0.30 -0.08 0.00
N -1.42 -1.00 0.01
N -2.41 -0.07 -0.01
O -3.57 -0.30 -0.02
H 0.32 0.07 -0.97
H 0.43 0.00 0.93
*
```

E_HOMO in eV: -10.64
ΔE to the lowest compared entry with this formula, charge and spin in kcal per mole: 174.2
Gap between HOMO and LUMO in eV: 9.9
LUMO energy in eV: -0.76

Entry 3:
# C3H2N2O

The molecule C3H2N2O (wB97M-V/def2-TZVPD, the Open Molecules 2025 dataset).

ORCA input file:
```
! wB97M-V def2-TZVPD RIJCOSX def2/J DEFGRID3
* xyz 0 1
O 1.40 -0.14 0.41
C 0.22 0.15 -0.28
C -0.40 -1.06 -0.86
N -0.82 -2.01 -1.38
C -0.73 0.89 0.57
N -1.39 1.50 1.31
H 1.24 -0.14 1.36
H 0.48 0.80 -1.12
*
```

E_HOMO in eV: -12.43
ΔE to the lowest compared entry with this formula, charge and spin in kcal per mole: 7.1
Gap between HOMO and LUMO in eV: 12.6
LUMO energy in eV: 0.21

Entry 4:
# C3H2N2O2

The molecule C3H2N2O2 (wB97M-V/def2-TZVPD, the Open Molecules 2025 dataset).

ORCA input file:
```
! wB97M-V def2-TZVPD RIJCOSX def2/J DEFGRID3
* xyz 0 1
C 0.83 0.06 0.58
C 2.06 -0.09 0.16
C -1.67 -0.37 0.02
N -0.30 -0.57 -0.10
N -1.09 0.11 -1.15
O 3.18 -0.18 -0.16
O -2.63 -0.68 0.62
H 0.53 0.55 1.39
H -0.93 1.16 -1.36
*
```

E_HOMO in eV: -9.27
ΔE to the lowest compared entry with this formula, charge and spin in kcal per mole: 95.9
Gap between HOMO and LUMO in eV: 9.1
LUMO energy in eV: -0.12

Entry 5:
# C3H2N2O2

The molecule C3H2N2O2 (wB97M-V/def2-TZVPD, the Open Molecules 2025 dataset).

ORCA input file:
```
! wB97M-V def2-TZVPD RIJCOSX def2/J DEFGRID3
* xyz 0 1
O 0.35 -0.19 -1.84
C 0.54 0.79 -1.18
C 1.55 -0.86 0.96
N 0.38 -0.96 1.08
C -0.94 -0.63 0.87
N -1.31 0.40 0.21
O -0.23 1.21 -0.14
H 1.38 1.49 -1.25
H -1.72 -1.26 1.29
*
```

E_HOMO in eV: -11.18
ΔE to the lowest compared entry with this formula, charge and spin in kcal per mole: 74.5
Gap between HOMO and LUMO in eV: 10.9
LUMO energy in eV: -0.24

Entry 6:
# C3H2N2O2

The molecule C3H2N2O2 (wB97M-V/def2-TZVPD, the Open Molecules 2025 dataset).

ORCA input file:
```
! wB97M-V def2-TZVPD RIJCOSX def2/J DEFGRID3
* xyz 0 1
N 1.23 0.59 -1.55
C 0.56 0.38 -0.51
O -0.79 0.05 -0.51
C -1.31 -0.72 0.51
O -0.67 -1.28 1.35
C 1.14 0.58 0.81
N 1.54 0.72 1.88
H 0.70 0.43 -2.40
H -2.40 -0.74 0.41
*
```

E_HOMO in eV: -11.49
ΔE to the lowest compared entry with this formula, charge and spin in kcal per mole: 22.6
Gap between HOMO and LUMO in eV: 11.3
LUMO energy in eV: -0.18

Entry 7:
# C3H2N2O2

The molecule C3H2N2O2 (wB97M-V/def2-TZVPD, the Open Molecules 2025 dataset).

ORCA input file:
```
! wB97M-V def2-TZVPD RIJCOSX def2/J DEFGRID3
* xyz 0 1
C 0.73 -1.16 0.10
C -0.53 -1.42 -0.10
C -0.86 1.36 -0.31
N 1.21 0.13 -0.02
N 0.45 1.25 0.06
O -1.69 -1.64 -0.11
O -1.93 1.43 0.19
H 1.55 -1.88 0.31
H 1.07 1.93 -0.12
*
```

E_HOMO (alpha / beta) in eV: -7.79 / -7.79
ΔE to the lowest compared entry with this formula, charge and spin in kcal per mole: 118.2
Gap between HOMO and LUMO (alpha / beta) in eV: 7.5 / 7.5
LUMO energy (alpha / beta) in eV: -0.26 / -0.33

Entry 8:
# C3H2N2O2

The molecule C3H2N2O2 (wB97M-V/def2-TZVPD, the Open Molecules 2025 dataset).

ORCA input file:
```
! wB97M-V def2-TZVPD RIJCOSX def2/J DEFGRID3
* xyz 0 1
O 0.03 2.34 -1.66
C 0.87 1.79 -0.99
C 0.56 1.02 0.21
N 0.27 -0.10 0.52
C -0.25 -1.23 0.85
N -1.66 -1.24 0.71
O -2.12 -2.34 0.49
H 1.95 1.87 -1.18
H 0.35 -2.11 1.05
*
```

E_HOMO in eV: -9.25
ΔE to the lowest compared entry with this formula, charge and spin in kcal per mole: 115.2
Gap between HOMO and LUMO in eV: 8.0
LUMO energy in eV: -1.23

Entry 9:
# C3H2N2O2

The molecule C3H2N2O2 (wB97M-V/def2-TZVPD, the Open Molecules 2025 dataset).

ORCA input file:
```
! wB97M-V def2-TZVPD RIJCOSX def2/J DEFGRID3
* xyz 0 1
O -2.48 -0.11 -0.94
C -1.81 0.13 0.03
C -0.32 -0.18 0.14
N 0.48 0.83 0.07
C 1.69 0.21 -0.03
N 1.64 -1.09 -0.01
O 0.33 -1.36 0.14
H -2.10 0.81 0.86
H 2.58 0.77 -0.25
*
```

E_HOMO in eV: -11.17
ΔE to the lowest compared entry with this formula, charge and spin in kcal per mole: 44.9
Gap between HOMO and LUMO in eV: 11.0
LUMO energy in eV: -0.18

Entry 10:
# C3H2N2O2S

The molecule C3H2N2O2S (wB97M-V/def2-TZVPD, the Open Molecules 2025 dataset).

ORCA input file:
```
! wB97M-V def2-TZVPD RIJCOSX def2/J DEFGRID3
* xyz 0 1
C -0.86 -0.15 0.12
C 0.58 1.51 0.02
C 1.40 -0.81 0.03
H -2.53 -1.91 -0.52
H 0.91 2.63 -0.15
N -0.66 1.33 0.45
N -0.03 -1.09 -0.16
O 1.60 0.69 -0.23
O 2.19 -1.68 0.36
S -2.60 -0.52 0.07
*
```

E_HOMO in eV: -10.08
ΔE to the lowest compared entry with this formula, charge and spin in kcal per mole: 67.9
Gap between HOMO and LUMO in eV: 10.0
LUMO energy in eV: -0.04

Entry 11:
# C3H2N2O3

The molecule C3H2N2O3 (wB97M-V/def2-TZVPD, the Open Molecules 2025 dataset).

ORCA input file:
```
! wB97M-V def2-TZVPD RIJCOSX def2/J DEFGRID3
* xyz 0 1
C -0.70 1.00 0.72
C -0.62 -0.30 -1.44
C 1.24 -0.34 0.90
H -1.48 -0.57 -2.23
H 1.95 -0.54 1.72
N 0.39 -1.03 -1.30
N 0.21 0.18 1.40
O -1.11 2.01 1.12
O -1.27 0.53 -0.50
O 1.40 -0.96 -0.39
*
```

E_HOMO in eV: -10.36
ΔE to the lowest compared entry with this formula, charge and spin in kcal per mole: 113.7
Gap between HOMO and LUMO in eV: 9.8
LUMO energy in eV: -0.51

Entry 12:
# C3H2N2O3

The molecule C3H2N2O3 (wB97M-V/def2-TZVPD, the Open Molecules 2025 dataset).

ORCA input file:
```
! wB97M-V def2-TZVPD RIJCOSX def2/J DEFGRID3
* xyz 0 1
C -0.67 0.74 0.06
C 0.47 1.40 -0.04
C -0.41 -0.75 -0.03
H -2.27 0.14 0.23
H 0.49 2.55 0.16
N 1.73 0.78 -0.17
N 2.00 -0.36 0.02
O -1.94 1.08 0.06
O 0.73 -1.34 0.22
O -1.38 -1.50 -0.19
*
```

E_HOMO in eV: -10.65
ΔE to the lowest compared entry with this formula, charge and spin in kcal per mole: 99.1
Gap between HOMO and LUMO in eV: 9.9
LUMO energy in eV: -0.75